#a
Below is a 2-piece molecular cluster, CH2INS overall, with properties calculated with wB97M-V/def2-TZVPD.

Each line ends with the Mulliken charge.
Atoms and positions in Å:
C  -1.2038  1.0216  -0.3714  -0.0252
H  -1.4887  1.8451  -0.9662  0.3180
H  1.8903  -0.8395  1.4835  0.1067
S  -0.8858  -1.7056  -0.0363  -0.1421
N  -0.9544  -0.1525  -0.2513  -0.1391
I  2.6424  -0.1691  0.1416  -0.1182

## Properties
net charge: 0
SMILES: C#[N+][S-].I
frontier orbital gap: 8.779 eV
highest occupied orbital energy: -8.75 eV

#b
Below is a 2-piece molecular cluster, CH2INS overall, with properties calculated with wB97M-V/def2-TZVPD.

Each line ends with the Mulliken charge.
Atoms and positions in Å:
H  0.6100  -0.5390  0.6204  0.1686
C  -1.2327  1.7091  3.2759  -0.0121
I  -1.5997  3.5121  2.4179  0.3310
S  -0.1268  0.1471  -0.3971  -0.2819
H  -0.7650  1.0836  0.3245  0.0882
N  -0.8416  0.7492  3.6998  -0.2937

## Properties
net charge: 0
SMILES: N#CI.S
frontier orbital gap: 9.177 eV
highest occupied orbital energy: -9.71 eV

#c
Below is a 2-piece molecular cluster, CH2INS overall, with properties calculated with wB97M-V/def2-TZVPD.

Each line ends with the Mulliken charge.
Atoms and positions in Å:
S  -0.5834  2.4696  -0.1177  -0.1413
H  1.3834  0.4836  0.1065  0.3405
H  0.9031  -1.0697  -0.6651  0.2165
N  0.7588  -0.4064  0.0093  -0.2586
C  -0.3847  -0.1256  0.6386  -0.1779
I  -2.0772  -1.3514  0.0284  0.0209

## Properties
net charge: 0
frontier orbital gap (alpha / beta): 6.816 / 6.836 eV
highest occupied orbital energy (alpha / beta): -8.92 / -9.08 eV

Verdict on stability: #c comes out at the bottom.

#a
Below is a 2-piece molecular cluster, C10H10N2O2 overall, with properties calculated with wB97M-V/def2-TZVPD.

Each line ends with the Mulliken charge.
Atoms and positions in Å:
C  -1.2876  -0.8605  1.1635  -0.1553
C  -1.6895  0.4476  1.4270  -0.5730
O  -0.8582  0.2416  -0.9934  -0.5109
C  -2.9849  0.4098  -0.6240  -0.5072
C  -2.5192  -0.9576  -0.8700  -0.3788
N  0.9660  -0.6804  0.0102  0.1269
H  3.9689  0.4120  0.0715  0.2335
O  3.0017  -1.7741  0.0673  -0.6077
C  0.9704  1.8331  -0.1141  -0.8545
N  3.0500  0.5024  -0.1432  -0.1340
H  -2.9015  -1.4181  -1.7582  0.3980
C  0.2566  0.4319  -0.3725  0.9780
H  -2.8226  2.1495  0.7288  0.3759
C  -2.5670  1.0923  0.5612  -0.1943
H  2.8309  2.6686  -0.0396  0.3059
H  -1.0859  -2.4562  -0.1803  0.5265
C  -1.6120  -1.5776  0.0048  -0.6707
H  -0.5482  -1.3890  1.8065  0.3690
H  0.5338  2.9093  -0.0053  0.2478
H  -3.6597  0.9088  -1.3385  0.3559
C  2.3297  -0.7799  0.0799  0.1684
H  0.5301  -1.6625  0.1863  0.1783
C  2.2953  1.6900  -0.1525  -0.0955
H  -1.2559  1.0093  2.2492  0.4177

## Properties
net charge: 0
SMILES: O=c1cc[nH]c(=O)[nH]1.c1ccccc1
frontier orbital gap: 8.505 eV
highest occupied orbital energy: -8.05 eV

#b
Below is an isolated molecule of C10H10N2O2, with properties calculated with wB97M-V/def2-TZVPD.

Each line ends with the Mulliken charge.
Atoms and positions in Å:
C  -1.5666  -1.1623  -0.3412  -0.3316
C  -2.3934  0.7890  0.9948  -1.2691
H  -2.0487  0.8099  -1.2084  0.2350
C  2.0588  -0.8375  0.0254  0.7004
O  -0.1070  1.5460  -1.3745  -0.6527
N  0.8528  -0.2429  -0.3226  0.2369
H  -2.1754  -2.1641  -0.4501  0.2152
C  1.7415  -2.2697  0.1074  -0.5641
H  4.0974  -0.6172  0.8046  0.2536
H  1.7959  2.9253  -0.6199  0.4146
C  -0.1596  -1.2285  -0.3712  0.1304
C  3.1498  -0.0725  0.4133  -0.5559
C  -2.3320  0.0707  -0.3455  0.6005
H  -1.6698  1.3978  1.2934  0.4031
O  -3.6339  -0.1591  -0.8134  -0.5994
C  0.8145  1.1047  -0.6704  0.6762
N  0.4411  -2.3901  -0.0866  -0.5947
H  -3.3006  1.3824  0.8051  0.3447
C  3.0866  1.3285  0.2279  -0.2441
H  3.9344  1.7662  0.5125  0.5433
H  2.3498  -3.1480  0.3370  0.3968
C  1.9370  1.9128  -0.2964  -0.9375
H  -2.6837  0.1345  1.8530  0.2842
H  -4.1890  -0.8757  -0.4741  0.3142

## Properties
net charge: 0
SMILES: C[C@H](O)/C=c1/ncc2cccc(=O)n12
frontier orbital gap (alpha / beta): 6.866 / 6.870 eV
highest occupied orbital energy (alpha / beta): -8.00 / -8.00 eV

#c
Below is a 2-piece molecular cluster, C10H10N2O2 overall, with properties calculated with wB97M-V/def2-TZVPD.

Each line ends with the Mulliken charge.
Atoms and positions in Å:
O  1.1168  -1.8428  -0.0997  -0.5697
C  4.2807  0.7502  0.1289  -0.5907
H  -3.0302  -0.5365  2.3987  0.1674
N  1.9138  0.2463  0.1526  -0.0273
N  3.3835  -1.4425  -0.1864  -0.1160
C  -3.3755  0.4592  -1.2502  -0.2402
H  -4.8899  -0.7068  1.5153  0.2761
C  -2.0217  0.5285  -0.7788  -0.0826
C  4.4858  -0.5746  -0.1588  -0.1454
H  -0.8805  0.3001  1.0512  0.4087
H  3.4857  -2.4061  -0.3976  0.2125
C  2.0553  -1.0983  -0.0794  0.3752
H  -1.1293  0.9340  -1.4142  0.2245
C  -2.9366  -0.1026  1.3438  -0.5505
H  5.4567  -0.9917  -0.3844  0.3889
H  -5.5636  -0.0421  -1.0127  0.2520
C  2.8894  1.2420  0.2152  0.5273
C  -4.1682  -0.2118  0.8201  -0.1584
C  -4.4283  -0.1025  -0.6281  -0.5234
H  -3.5041  0.8750  -2.2535  0.2922
H  5.1612  1.4119  0.1780  0.3594
H  0.9350  0.6135  0.1139  0.1549
C  -1.8019  0.2571  0.5551  -0.0154
O  2.5660  2.4406  0.1708  -0.6197

## Properties
net charge: 0
SMILES: O=c1cc[nH]c(=O)[nH]1.c1ccccc1
frontier orbital gap: 9.711 eV
highest occupied orbital energy: -9.29 eV

#d
Below is an isolated molecule of C10H10N2O2, with properties calculated with wB97M-V/def2-TZVPD.

Each line ends with the Mulliken charge.
Atoms and positions in Å:
C  -0.1495  0.2272  0.9110  -0.8821
O  -0.1772  -0.9050  -1.7108  -0.4054
H  3.2970  -1.9303  3.2252  0.3644
H  1.0750  -2.2897  -0.7912  0.4205
N  2.4256  -0.6360  1.9932  -0.1931
C  -1.8502  2.2156  -2.4154  -0.3189
C  -1.0544  1.0847  -2.5568  -0.4185
C  -0.7124  0.2983  -1.5268  -0.0014
C  -2.2503  2.6652  -1.1448  -0.6804
H  -0.6078  0.9173  -3.5541  0.3220
H  -2.1193  2.7698  -3.3007  0.3533
H  -0.0964  0.7379  1.9046  0.3328
H  -2.8167  3.5424  -1.0894  0.4381
C  0.1533  -1.7476  -0.5804  -0.6059
H  -1.9451  2.2634  1.0432  0.2404
N  1.5506  -2.8084  1.9157  -0.8628
C  -1.7003  1.9853  -0.0548  -0.2910
C  -0.8247  0.8960  -0.2267  0.9324
H  0.7682  -3.4452  1.6742  0.2466
H  -0.7409  -2.3391  -0.3597  0.2571
H  2.5035  0.1592  1.3832  0.2720
C  1.4530  -1.5771  1.6396  0.5291
O  3.4347  -1.0254  2.9174  -0.4519
C  0.3841  -1.0588  0.7043  0.4028

## Properties
net charge: 0
SMILES: [H]/N=C(/NO)C1=Cc2ccccc2OC1
frontier orbital gap: 8.269 eV
highest occupied orbital energy: -8.26 eV

Verdict on stability: #a comes out at the bottom.

#a
Below is a 2-piece molecular cluster, H4N2O2Si overall, with properties calculated with wB97M-V/def2-TZVPD.

Each line ends with the Mulliken charge.
Atoms and positions in Å:
H  -0.9390  -0.8851  1.6735  -0.0358
H  -0.6977  1.1359  -1.3083  0.2983
N  0.8172  -1.0862  -0.4308  0.8660
O  1.4104  -2.0834  -0.0579  -0.5394
H  -2.0382  1.2033  -0.1827  0.2412
H  1.9704  1.2737  1.5224  -0.0705
Si  -0.3265  -0.1268  0.6465  0.1397
N  -1.1153  0.9624  -0.3816  -0.3206
O  0.9188  -0.3938  -1.4811  -0.5789

## Properties
net charge: 0
frontier orbital gap (alpha / beta): 7.135 / 8.876 eV
highest occupied orbital energy (alpha / beta): -8.04 / -9.88 eV

#b
Below is a 2-piece molecular cluster, H4N2O2Si overall, with properties calculated with wB97M-V/def2-TZVPD.

Each line ends with the Mulliken charge.
Atoms and positions in Å:
H  1.3053  2.3181  -0.1950  0.2411
O  -1.9241  -0.7475  -0.2275  -0.5021
Si  0.5001  0.2960  -0.5780  0.5357
N  1.4825  1.5286  -0.8636  -0.5056
H  0.9064  -1.6823  2.0461  0.0452
O  -1.9098  1.3264  -0.9426  -0.4975
H  0.4576  -1.1461  -0.3274  -0.0710
N  -1.3794  0.2946  -0.5295  0.7798
H  0.5615  -2.1879  1.6175  -0.0257

## Properties
net charge: 0
SMILES: [H]/N=[SiH]\[N+](=O)[O-].[H][H]
frontier orbital gap: 9.001 eV
highest occupied orbital energy: -10.45 eV

Verdict on stability: #a comes out at the bottom.

#a
Below is an isolated molecule of C3H5NO2S2, with properties calculated with wB97M-V/def2-TZVPD.

Each line ends with the Mulliken charge.
Atoms and positions in Å:
N  2.4156  -0.0777  -0.3274  -0.2507
C  0.0453  -0.0042  -0.3248  0.3513
H  3.1445  -0.8452  -0.0770  0.3532
S  -0.0119  1.5580  -0.7848  -0.2567
C  -2.6591  0.1334  0.1650  -0.8081
C  1.2919  -0.8196  -0.4115  0.2720
H  1.9738  1.4710  0.7975  0.3370
S  -1.1945  -0.9712  0.1900  0.0083
H  -3.1169  0.1017  -0.9562  0.2708
O  2.4806  0.6295  1.1008  -0.3874
H  -2.2997  1.1094  0.5305  0.3116
O  1.2999  -1.9578  -0.8886  -0.5173
H  -3.3695  -0.3273  0.9864  0.3159

## Properties
net charge: 0
SMILES: CSC(=S)C(=O)NO
frontier orbital gap: 8.026 eV
highest occupied orbital energy: -9.15 eV

#b
Below is an isolated molecule of C3H5NO2S2, with properties calculated with wB97M-V/def2-TZVPD.

Each line ends with the Mulliken charge.
Atoms and positions in Å:
S  0.0462  -1.6884  -0.4331  -0.1168
S  -0.1053  1.4472  -0.8300  -0.0732
N  2.0204  0.1077  0.3101  0.9584
H  -2.0943  -0.8705  -0.8647  0.3003
C  -1.2363  0.6336  0.3583  -0.7040
C  1.0515  0.0561  -0.7924  -0.3864
O  3.0808  -0.3405  -0.0449  -0.5578
H  -2.0446  1.3075  0.4396  0.4527
H  -1.7913  -1.2983  0.8693  0.4413
H  -0.6891  0.8971  1.3905  0.2815
C  -1.4878  -0.8702  0.0296  -0.5300
O  1.7682  0.6500  1.3642  -0.5286
H  1.4816  -0.0314  -1.7966  0.4626

## Properties
net charge: 0
SMILES: O=[N+]([O-])C1SCCS1
frontier orbital gap: 9.167 eV
highest occupied orbital energy: -9.49 eV

#c
Below is an isolated molecule of C3H5NO2S2, with properties calculated with wB97M-V/def2-TZVPD.

Each line ends with the Mulliken charge.
Atoms and positions in Å:
O  2.2442  1.2992  0.3045  -0.5419
S  -1.8170  -1.4972  0.0621  -0.2536
H  0.5700  1.1707  -0.3670  0.2724
S  -2.1705  1.4120  -0.0822  -0.3816
H  1.1114  -1.9179  -0.2364  0.3307
O  3.5552  -0.5820  -0.4408  -0.5176
N  0.1226  0.2245  -0.0730  -0.1807
H  3.1582  1.8202  0.5151  0.3775
H  -3.1339  -0.8946  -0.4822  0.1941
C  -1.2630  0.0954  -0.0738  0.4076
C  2.4783  -0.0703  -0.0408  0.4160
C  1.0739  -0.8574  0.2874  -0.3917
H  1.1069  -1.1308  1.4562  0.2688

## Properties
net charge: 0
SMILES: O=C(O)CNC(=S)S
frontier orbital gap: 8.625 eV
highest occupied orbital energy: -8.58 eV

Verdict on stability: #b comes out at the bottom.

#a
Below is a 2-piece molecular cluster, S2 overall, with properties calculated with wB97M-V/def2-TZVPD.

Each line ends with the Mulliken charge.
Atoms and positions in Å:
S  -0.2723  0.5767  1.6897  0.0000
S  0.2723  -0.5767  -1.6897  0.0000

## Properties
net charge: 0
frontier orbital gap: 4.057 eV
highest occupied orbital energy: -9.41 eV

#b
Below is a 2-piece molecular cluster, S2 overall, with properties calculated with wB97M-V/def2-TZVPD.

Each line ends with the Mulliken charge.
Atoms and positions in Å:
S  -0.0324  -1.4750  0.0299  0.0000
S  0.0324  1.4750  -0.0299  0.0000

## Properties
net charge: 0
frontier orbital gap: 5.195 eV
highest occupied orbital energy: -9.95 eV

#c
Below is an isolated molecule of S2, with properties calculated with wB97M-V/def2-TZVPD.

Each line ends with the Mulliken charge.
Atoms and positions in Å:
S  -0.7893  0.5046  -0.0251  0.0000
S  0.7893  -0.5046  0.0251  0.0000

## Properties
net charge: 0
frontier orbital gap: 5.764 eV
highest occupied orbital energy: -8.24 eV

#d
Below is an isolated molecule of S2, with properties calculated with wB97M-V/def2-TZVPD.

Each line ends with the Mulliken charge.
Atoms and positions in Å:
S  0.5165  -0.8364  0.0989  0.0000
S  -0.5165  0.8364  -0.0989  0.0000

## Properties
net charge: 0
frontier orbital gap: 5.741 eV
highest occupied orbital energy: -8.54 eV

Verdict on stability: #a comes out at the bottom.

#a
Below is a 2-piece molecular cluster, C2H6ClOP overall, with properties calculated with wB97M-V/def2-TZVPD.

Each line ends with the Mulliken charge.
Atoms and positions in Å:
C  1.7101  1.1747  -0.5003  -0.4983
H  -1.1939  1.3033  -1.8512  0.3186
P  -1.2475  -1.9987  2.5256  0.0191
H  -2.5390  -1.5198  2.0658  0.0804
H  2.1672  1.5818  0.4346  0.2354
H  -0.5961  -0.6364  2.2910  0.0672
H  -0.0636  -0.0835  -2.2397  0.2036
Cl  -0.8185  -2.7190  0.7244  -0.1691
O  0.4920  1.4558  -0.8037  -0.1842
H  2.3276  0.5032  -0.9285  0.3475
C  -0.2383  0.9385  -1.7179  -0.4202

## Properties
net charge: 0
frontier orbital gap (alpha / beta): 8.165 / 8.105 eV
highest occupied orbital energy (alpha / beta): -7.55 / -7.53 eV

#b
Below is an isolated molecule of C2H6ClOP, with properties calculated with wB97M-V/def2-TZVPD.

Each line ends with the Mulliken charge.
Atoms and positions in Å:
H  2.0278  0.3696  -0.2594  0.3063
H  0.9015  -0.4210  -1.4353  0.3394
C  1.1095  0.5437  -0.9317  -0.9768
O  -1.5879  1.6019  -0.4508  -0.6272
H  1.2896  1.3819  -1.6504  0.3147
C  -0.8453  -1.0885  0.5540  -1.0117
P  -0.5747  0.6590  -0.0107  0.9089
H  -1.2548  -1.0059  1.6219  0.3318
Cl  0.2731  1.1867  1.7341  -0.2670
H  0.1737  -1.4271  0.7352  0.3430
H  -1.5124  -1.8003  0.0929  0.3387

## Properties
net charge: 0
SMILES: CP(C)(=O)Cl
frontier orbital gap: 11.289 eV
highest occupied orbital energy: -10.66 eV

Verdict on stability: #a comes out at the bottom.